Formula: C10H5N6O8
Source: the Open Molecules 2025 dataset
Level of theory: ωB97M-V with the def2-TZVPD basis set

ORCA input file:
```
! wB97M-V def2-TZVPD RIJCOSX def2/J DEFGRID3
* xyz -1 1
C -0.123 -3.862 -0.091
C -1.611 -3.817 0.174
C -1.976 -2.323 0.197
O -3.076 -1.858 0.428
N -0.819 -1.632 -0.102
C 0.320 -2.397 -0.188
O 1.470 -2.004 -0.297
H 0.420 -4.364 0.711
H 0.107 -4.364 -1.037
H -2.158 -4.309 -0.637
H -1.875 -4.282 1.129
O 3.006 4.638 0.910
N 2.413 3.924 0.120
C 1.475 2.909 0.202
C 1.174 2.493 -1.110
N 1.909 3.204 -2.014
O 2.667 4.064 -1.260
C 0.200 1.397 -1.285
N -0.486 1.155 -2.543
O -1.367 0.266 -2.531
O -0.225 1.824 -3.558
C -0.219 0.665 -0.177
C 0.081 1.141 1.089
N -0.586 0.923 2.306
O -1.412 0.100 2.657
O -0.174 1.928 3.196
N 0.756 2.758 2.617
C 0.901 2.282 1.344
H -0.793 -0.459 -0.249
*
```

Kohn-Sham gap   7.2 eV
LUMO   1.63 eV
DFT total energy   -35761.174 eV
Largest force on an atom   3.9 eV/Å
Energy relative to the best compared isomer or geometry (same formula, charge and spin)   2.4827 eV

***

Formula: H4O3Si
Source: the Open Molecules 2025 dataset
Level of theory: ωB97M-V with the def2-TZVPD basis set

ORCA input file:
```
! wB97M-V def2-TZVPD RIJCOSX def2/J DEFGRID3
* xyz 0 1
O 0.681 -1.259 -0.409
O -1.637 0.317 -0.155
O 0.794 1.166 -0.347
Si -0.159 -0.053 0.280
H 0.538 -2.004 0.098
H -1.640 0.897 -1.368
H 1.682 1.218 0.119
H -0.259 -0.281 1.782
*
```

Kohn-Sham gap   11.2 eV
LUMO   -0.06 eV
DFT total energy   -14086.664 eV
Largest force on an atom   6.9 eV/Å
Energy relative to the best compared isomer or geometry (same formula, charge and spin)   1.7048 eV

***

Formula: C3H8O
Source: the Open Molecules 2025 dataset
Level of theory: ωB97M-V with the def2-TZVPD basis set

ORCA input file:
```
! wB97M-V def2-TZVPD RIJCOSX def2/J DEFGRID3
* xyz 0 1
C 1.493 0.470 -0.905
C 0.453 0.099 0.149
O -0.605 -0.514 -0.412
C -1.635 -0.704 0.449
H 0.993 0.860 -1.797
H 2.150 1.242 -0.504
H 2.141 -0.362 -1.240
H -0.451 1.114 0.965
H 0.839 -0.399 1.045
H -1.504 0.636 1.074
H -2.480 -1.109 -0.141
H -1.393 -1.333 1.316
*
```

Kohn-Sham gap   10.4 eV
LUMO   1.09 eV
DFT total energy   -5284.436 eV
Largest force on an atom   2.6 eV/Å
Energy relative to the best compared isomer or geometry (same formula, charge and spin)   3.7142 eV

***

Formula: H5OS2
Source: the Open Molecules 2025 dataset
Level of theory: ωB97M-V with the def2-TZVPD basis set

ORCA input file:
```
! wB97M-V def2-TZVPD RIJCOSX def2/J DEFGRID3
* xyz 1 1
O 0.743 1.596 1.754
H 0.238 2.161 2.347
H 0.437 1.694 0.853
H -0.224 -1.697 -1.131
S -0.266 0.862 -0.933
S -0.410 -2.819 -0.434
H -1.171 1.677 -1.524
H 0.653 -3.474 -0.932
*
```

Kohn-Sham gap   3.8 eV
LUMO   -10.91 eV
DFT total energy   -23785.888 eV
Largest force on an atom   0.9 eV/Å
Energy relative to the best compared isomer or geometry (same formula, charge and spin)   4.8336 eV